1.
Below is a cluster of 2 separate species, C3H9O3 in total in a non-equilibrium geometry, with properties calculated with ωB97M-V with the def2-TZVPD basis set.

The frontier orbital gap comes out at 7.290 eV. As for the charge: -1. The HOMO energy comes out at -3.45 eV. Its max |F| is 2.850 eV/A. Its LUMO energy is 3.84 eV.

The geometry in XYZ format:
```
15
Properties=species:S:1:pos:R:3:mulliken_charge:R:1
C 0.60561 -0.27928 -0.78189 -0.376
O 1.35115 -0.70653 0.24913 -0.833
C -0.95900 -0.49363 -0.42525 -0.868
C -1.39136 0.37251 0.76064 -0.054
O -2.86276 0.21744 0.91031 -0.516
H 0.65360 0.82339 -1.00382 0.254
H 0.67161 -0.97669 -1.65333 0.149
H -1.02457 -1.52819 -0.03136 0.269
H -1.71550 -0.32803 -1.23457 0.402
H -0.94010 0.10246 1.73489 0.178
H -1.04250 1.38094 0.50897 0.192
H -3.10772 -0.31166 0.14993 0.302
H 3.71447 1.04779 0.72596 0.239
H 2.55011 0.11805 0.16437 0.423
O 3.49697 0.56142 -0.07398 -0.760
```

2.
Below is a cluster of 7 separate species, C28H35F21O14 in total in a non-equilibrium geometry, with properties calculated with ωB97M-V with the def2-TZVPD basis set.

The frontier orbital gap comes out at 11.184 eV. The HOMO energy comes out at -11.05 eV. Its SMILES is CCOC(=O)C(F)(F)F.CCOC(=O)C(F)(F)F.CCOC(=O)C(F)(F)F.CCOC(=O)C(F)(F)F.CCOC(=O)C(F)(F)F.CCOC(=O)C(F)(F)F.CCOC(=O)C(F)(F)F. Its max |F| is 5.809 eV/A. Its LUMO energy is 0.13 eV.

The geometry in XYZ format:
```
98
Properties=species:S:1:pos:R:3:mulliken_charge:R:1
C 19.90926 -13.37771 -11.06656 -1.057
C 20.81492 -13.43100 -12.32698 -0.297
O 22.21224 -13.35954 -12.10138 -0.271
C 22.96792 -14.43991 -12.22319 0.489
O 22.54551 -15.57394 -12.54778 -0.576
C 24.47440 -14.16254 -11.99528 0.818
F 24.96975 -15.05639 -11.15438 -0.242
F 25.17515 -14.24505 -13.10730 -0.250
F 24.66387 -12.93883 -11.55504 -0.241
H 18.94327 -13.00172 -11.40363 0.345
H 20.25340 -12.61728 -10.36555 0.307
H 19.88189 -14.39680 -10.68080 0.290
H 20.60080 -12.58807 -12.98403 0.352
H 20.56800 -14.33785 -12.87901 0.333
C 21.66716 -14.46473 -2.39704 -1.099
C 20.55831 -14.43290 -3.44932 -0.220
O 20.40971 -15.62610 -4.16461 -0.276
C 19.88261 -16.71916 -3.65450 0.376
O 19.65668 -16.90315 -2.41342 -0.560
C 19.65801 -17.88703 -4.63091 0.875
F 20.46564 -18.85273 -4.22233 -0.238
F 18.39932 -18.26370 -4.48067 -0.237
F 19.93825 -17.52570 -5.87083 -0.232
H 21.38193 -14.93340 -1.45519 0.306
H 21.91012 -13.46064 -2.04939 0.367
H 22.60681 -14.92710 -2.69935 0.315
H 20.68582 -13.63212 -4.17774 0.324
H 19.61368 -14.17779 -2.96901 0.300
C 16.92978 -30.15234 -25.18121 -1.231
C 17.28864 -29.71688 -26.56319 -0.137
O 16.12027 -29.32934 -27.22650 -0.225
C 16.11003 -29.18090 -28.56409 0.318
O 17.09937 -29.44582 -29.27173 -0.553
C 14.76790 -28.73834 -29.08407 0.925
F 14.52296 -29.33650 -30.27686 -0.244
F 13.77965 -29.13059 -28.28090 -0.230
F 14.87520 -27.42826 -29.21092 -0.224
H 17.80656 -30.45894 -24.61080 0.390
H 16.19525 -30.95761 -25.17040 0.316
H 16.54218 -29.39108 -24.50420 0.323
H 17.85002 -30.49176 -27.08520 0.320
H 18.00852 -28.90975 -26.42737 0.252
C 19.78688 -21.51319 -14.48759 -1.132
C 20.72010 -22.05510 -15.53675 -0.195
O 20.05246 -22.74937 -16.62757 -0.200
C 20.71483 -23.35457 -17.64157 0.413
O 21.95447 -23.34547 -17.74428 -0.544
C 19.88437 -24.07823 -18.68457 0.825
F 20.23413 -25.31304 -18.99573 -0.239
F 18.64225 -24.23009 -18.24723 -0.249
F 19.83632 -23.35935 -19.80527 -0.239
H 19.03523 -22.26861 -14.25855 0.325
H 19.31184 -20.61493 -14.88203 0.290
H 20.28094 -21.24286 -13.55435 0.358
H 21.44858 -22.64486 -14.98032 0.298
H 21.29052 -21.22133 -15.94607 0.292
C 29.89127 -25.35199 -19.71141 -1.205
C 30.83753 -24.75892 -20.70135 -0.158
O 31.12039 -25.51871 -21.88576 -0.262
C 31.83761 -24.91197 -22.90071 0.306
O 32.25528 -23.74675 -22.85027 -0.537
C 31.96547 -25.81816 -24.10923 0.898
F 33.08521 -25.45489 -24.78141 -0.217
F 31.92696 -27.11070 -23.72111 -0.222
F 30.86747 -25.62165 -24.90824 -0.225
H 30.17834 -26.33082 -19.32723 0.330
H 28.91991 -25.51992 -20.17653 0.298
H 29.74452 -24.65970 -18.88237 0.360
H 31.76407 -24.38360 -20.26690 0.342
H 30.34752 -23.81447 -20.93793 0.291
C 25.46631 -24.08130 -24.06158 -1.104
C 25.28040 -22.56764 -24.23918 -0.231
O 26.22279 -22.05245 -25.15037 -0.194
C 26.09304 -20.86741 -25.71432 0.360
O 25.18217 -20.09847 -25.54382 -0.534
C 27.25447 -20.48008 -26.68639 0.868
F 27.82737 -19.39818 -26.20058 -0.252
F 28.18618 -21.38815 -26.67763 -0.231
F 26.75999 -20.27313 -27.89150 -0.238
H 26.52167 -24.35389 -24.06495 0.296
H 24.98936 -24.58930 -24.89977 0.304
H 24.96811 -24.48891 -23.18195 0.361
H 25.46720 -22.03543 -23.30647 0.286
H 24.25344 -22.37057 -24.54678 0.310
C 26.66573 -21.62073 -9.12726 -1.130
C 25.46507 -21.68075 -9.99425 -0.202
O 24.44106 -22.53840 -9.61635 -0.313
C 24.56336 -23.86661 -9.77224 0.369
O 25.41413 -24.47262 -10.45587 -0.546
C 23.55254 -24.64269 -8.90192 0.851
F 22.66193 -23.78666 -8.41640 -0.225
F 22.86612 -25.48144 -9.74461 -0.249
F 24.25491 -25.32968 -8.00288 -0.218
H 26.37434 -21.46342 -8.08878 0.305
H 27.30678 -20.77909 -9.38949 0.368
H 27.16241 -22.59011 -9.16876 0.303
H 25.72864 -21.99672 -11.00361 0.333
H 25.09880 -20.66881 -10.16726 0.353
```

3.
Below is a structure of composition C29H40N8O6PbS2Se2 in a non-equilibrium geometry, with properties calculated with ωB97M-V with the def2-TZVPD basis set.

The frontier orbital gap comes out at 7.404 eV. As for the charge: +2. The HOMO energy comes out at -12.68 eV. Its max |F| is 1.050 eV/A. Its LUMO energy is -5.27 eV.

The geometry in XYZ format:
```
88
Properties=species:S:1:pos:R:3:mulliken_charge:R:1
Pb 0.84543 0.25920 -0.31944 0.977
C 3.96549 -0.07184 3.67123 -1.231
N 2.52174 -0.20670 3.83377 0.324
C 2.01233 -0.04133 5.18887 -0.984
C 1.74350 -0.38178 2.77208 0.818
O 2.20843 -0.47472 1.61916 -0.916
C 0.23248 -0.46428 2.97993 -1.133
O -0.39765 -1.02964 1.85113 -0.224
C -0.22121 -2.43031 1.74561 -0.954
C -0.13492 -2.84220 0.27676 0.800
O -0.41378 -2.04745 -0.63247 -0.616
N 0.28563 -4.08849 0.04459 0.255
C 0.73369 -4.48853 -1.28172 -0.982
C 0.52518 -5.05199 1.10983 -1.060
H 4.47532 -0.89744 4.16809 0.381
H 4.29760 0.86779 4.11376 0.408
H 4.21097 -0.08873 2.61408 0.362
H 2.85281 -0.06749 5.87607 0.396
H 1.32831 -0.84195 5.46668 0.325
H 1.49707 0.91445 5.30386 0.312
H -0.15548 0.55371 3.05404 0.200
H -0.03662 -1.01703 3.88322 0.621
H -1.06672 -2.92834 2.23541 0.384
H 0.70869 -2.74412 2.23091 0.507
H 0.73547 -3.61990 -1.93538 0.237
H 0.08791 -5.26604 -1.69328 0.317
H 1.75329 -4.86840 -1.20766 0.373
H -0.27870 -5.03198 1.84307 0.358
H 1.47762 -4.86594 1.61255 0.348
H 0.56388 -6.04622 0.67305 0.393
Se -0.93798 2.76481 -1.91500 0.016
C -1.83404 1.38986 -2.30249 0.508
N -2.56350 0.45509 -2.58928 -0.520
C -3.55285 -4.02397 -4.09610 -0.944
N -4.34889 -2.97217 -3.49968 0.323
C -3.92993 -1.73318 -3.22544 -0.065
Se -2.22222 -1.04482 -3.56075 0.205
N -4.92892 -1.03725 -2.67546 0.065
C -6.04872 -1.84884 -2.56132 0.304
C -7.31259 -1.63539 -2.03151 -0.711
C -8.20234 -2.69071 -2.09687 -0.566
C -7.84265 -3.91632 -2.66529 -0.604
C -6.57705 -4.14055 -3.17396 -0.739
C -5.68137 -3.08350 -3.10502 0.960
H -2.49523 -3.82924 -3.91612 0.313
H -3.72462 -4.08019 -5.17170 0.331
H -3.82584 -4.97643 -3.64581 0.342
H -4.83742 -0.06825 -2.40548 0.218
H -7.57852 -0.68862 -1.58486 0.421
H -9.20162 -2.56816 -1.70576 0.409
H -8.57518 -4.70782 -2.72085 0.412
H -6.31530 -5.09383 -3.60959 0.378
C 3.22134 2.91731 1.35075 -0.397
N 2.14933 3.50808 2.13076 0.389
C 2.61330 4.34036 3.22667 -1.242
C 0.85772 3.21625 1.87914 0.183
O 0.52002 2.22184 1.18464 -0.099
N -0.10611 3.97213 2.48042 0.166
C -0.03420 5.42487 2.58347 -1.148
C -1.46137 3.44954 2.54362 -0.970
H 3.90941 3.70013 1.03353 0.613
H 2.82147 2.43809 0.46807 -0.381
H 3.76358 2.17903 1.94543 0.104
H 3.47271 3.85220 3.68958 0.384
H 1.83980 4.46225 3.97908 0.415
H 2.94015 5.32180 2.87829 0.311
H 0.85833 5.80845 2.09877 0.372
H -0.06085 5.74999 3.62499 0.312
H -0.89852 5.85337 2.07286 0.378
H -1.44942 2.37688 2.38004 0.187
H -2.10039 3.90482 1.78317 0.337
H -1.87440 3.67221 3.52814 0.376
O 1.57420 3.31922 -3.08497 -0.655
S 2.83292 2.84781 -2.57118 1.189
O 3.57352 3.73876 -1.73636 -0.638
N 2.49351 1.41114 -1.76266 -0.050
C 2.99473 0.37809 -2.40963 1.096
S 2.58551 -1.17610 -1.88741 -0.723
C 3.81853 0.70544 -3.57349 0.081
C 4.52629 -0.16626 -4.38481 -0.767
C 5.23459 0.36204 -5.45527 -0.600
C 5.22761 1.72782 -5.70861 -0.548
C 4.52049 2.60651 -4.89148 -0.622
C 3.82867 2.07194 -3.83056 0.107
H 4.52951 -1.22465 -4.16549 0.456
H 5.81033 -0.29514 -6.09139 0.418
H 5.78567 2.11837 -6.54728 0.420
H 4.51581 3.66942 -5.08607 0.491
```

4.
Below is the molecule CH3N3Si in a non-equilibrium geometry, with properties calculated with ωB97M-V with the def2-TZVPD basis set.

The frontier orbital gap comes out at 8.228 eV. The HOMO energy comes out at -8.77 eV. Its SMILES is C1=NN=N[SiH2]1. Its max |F| is 5.428 eV/A. Its LUMO energy is -0.54 eV.

The geometry in XYZ format:
```
8
Properties=species:S:1:pos:R:3:mulliken_charge:R:1
C -0.60472 -0.37643 -0.86334 -0.161
N -0.19812 -1.57268 -0.49052 -0.218
N 0.57426 -1.54009 0.66493 -0.165
N 0.99687 -0.53517 1.08761 -0.122
Si 0.18209 0.96348 0.28120 0.405
H -1.18502 -0.13115 -1.77273 0.377
H 0.66076 2.12487 -0.47937 -0.073
H -0.42612 1.06717 1.57221 -0.043
```

Calculated values (kcal/mol) of energy above the lowest of the compared OMol25 structures with the same formula, charge and spin for the records, taken in order: 14.4; 93.4; 30.3; 13.1.